Entry from the OMol25 dataset: C41H42P2PdS as an isolated structure at a distorted geometry (the ωB97M-V functional and the def2-TZVPD basis).

Output
relative energy (zero: lowest compared OMol25 entry of this formula, charge and spin) = 205.2 kJ/mol
frontier orbital gap (alpha / beta) = 0.1967 / 0.1918 Eh
multiplicity = 3

XYZ file:
```
87
C41H42P2PdS, DFT the ωB97M-V functional and the def2-TZVPD basis
H -3.32 1.17 -2.68
H -4.57 -0.84 -0.40
S -1.76 1.18 2.55
C -0.89 1.48 5.10
C -4.93 2.54 -0.82
C -2.89 -2.06 1.33
H -4.50 -5.08 1.58
H 7.27 -1.21 0.89
C 0.54 1.77 -2.68
H -0.83 -2.14 -3.48
H 0.88 0.77 1.88
H 0.02 0.32 -4.97
C -1.13 0.60 3.99
H -5.67 3.31 -1.02
H -3.55 -5.29 -0.73
C -4.29 0.21 -0.48
C -0.42 2.66 -3.34
H -2.46 2.78 -4.00
C 3.91 1.53 -1.44
H 2.33 4.77 0.07
C -1.94 -0.45 -2.59
H 4.35 0.60 -1.90
H -3.28 3.99 -0.50
H 0.91 -1.08 -4.47
H -0.02 -2.69 -1.35
H -3.99 -3.04 2.92
C 3.92 -1.23 0.63
H 5.41 0.31 0.23
P -1.56 -0.87 -0.89
H -0.70 3.47 -2.65
H -6.31 0.88 -0.95
H 4.12 4.94 -1.64
C 2.43 2.63 0.17
C 0.77 0.40 -2.98
C -3.60 -3.12 1.90
H 0.26 2.99 -4.09
C 2.80 3.87 -0.33
C 0.20 -0.33 -4.10
C 6.27 -1.59 0.95
C -5.27 1.20 -0.76
H 4.49 -4.25 2.02
C -0.98 -0.80 4.23
H 1.17 2.26 -1.93
H -1.05 2.55 4.91
C -2.94 0.57 -0.35
Pd -0.71 1.23 -1.41
C 4.72 -3.29 1.58
H -1.54 1.60 -4.87
C 3.66 -2.49 1.20
C -0.25 -0.38 6.49
C 6.03 -2.86 1.44
H -2.72 -1.13 1.90
C 1.39 -1.33 -0.64
H 1.70 2.58 0.97
C -1.72 1.96 -3.84
C 5.23 -0.73 0.57
C -2.53 -3.40 -0.66
P 2.47 -0.22 0.27
C 1.83 0.19 1.96
H 2.57 0.69 2.64
H -0.46 -2.37 5.60
C -3.34 -4.41 -0.11
C -2.44 -2.16 -0.01
H 2.12 -2.04 -1.12
C -3.59 2.93 -0.56
C -0.56 -1.29 5.45
H 1.50 -0.72 2.46
H -1.20 -1.47 3.40
C 0.07 -1.63 -1.01
H -1.78 -1.20 -4.63
C 3.78 3.96 -1.31
H 5.10 2.87 -2.59
C -2.26 0.99 -2.87
H 6.84 -3.47 1.78
H 0.04 -0.76 7.47
H 2.61 -2.81 1.32
C 2.98 1.45 -0.39
C 4.33 2.80 -1.85
H -2.90 -1.00 -2.60
C -2.61 1.95 -0.35
C -0.43 1.02 6.31
H -2.04 -3.54 -1.64
C -1.11 -1.11 -3.74
C -3.89 -4.28 1.16
H 1.73 0.05 -2.59
H -0.23 1.71 7.13
H -1.62 2.42 -0.14
```

These are the Mulliken partial charges, in e, on atoms 1 to 6: H 0.28; H 0.43; S -0.51; C -0.62; C -0.77; C -0.08